(1)
ORCA calculation (the ωB97M-V functional and the def2-TZVPD basis) on a molecular structure, C49H53N4O5PS2V.

Element x y z (Å)
1 V 0.571 -0.026 -0.380
2 C 4.715 -1.730 -1.419
3 C 3.717 -0.913 -0.682
4 N 2.646 -0.424 -1.216
5 N 2.571 -0.609 -2.594
6 C 1.400 -0.373 -3.033
7 O 0.453 -0.011 -2.122
8 C 0.968 -0.452 -4.428
9 C -0.329 -0.094 -4.794
10 C -0.719 -0.180 -6.121
11 C 0.182 -0.619 -7.081
12 C 1.477 -0.970 -6.718
13 C 1.875 -0.888 -5.396
14 C 3.993 -0.651 0.755
15 C 4.774 -1.542 1.488
16 C 5.061 -1.239 2.811
17 C 4.569 -0.060 3.343
18 C 3.791 0.759 2.533
19 N 3.493 0.476 1.271
20 H 4.602 -1.648 -2.494
21 H 4.553 -2.775 -1.130
22 H 5.724 -1.454 -1.116
23 H -1.025 0.268 -4.050
24 H -1.725 0.097 -6.408
25 H -0.123 -0.687 -8.117
26 H 2.176 -1.309 -7.469
27 H 2.880 -1.160 -5.107
28 H 5.144 -2.454 1.042
29 H 5.666 -1.908 3.407
30 H 4.785 0.231 4.361
31 H 3.402 1.694 2.921
32 C 2.527 3.749 0.435
33 C 1.448 3.593 -0.637
34 C 0.832 4.966 -0.940
35 C 2.110 3.044 -1.909
36 P 0.102 2.418 -0.064
37 C -1.321 2.766 -1.156
38 C -1.171 2.527 -2.524
39 C -2.164 2.876 -3.426
40 C -3.333 3.473 -2.980
41 C -3.502 3.705 -1.625
42 C -2.513 3.351 -0.720
43 C -0.376 2.685 1.719
44 C -0.732 4.152 2.015
45 C 0.772 2.308 2.674
46 C -1.534 1.720 2.024
47 H 3.340 4.333 0.003
48 H 2.937 2.788 0.741
49 H 2.163 4.300 1.301
50 H 1.621 5.596 -1.354
51 H 0.454 5.459 -0.042
52 H 0.031 4.916 -1.676
53 H 2.961 3.687 -2.142
54 H 1.448 3.074 -2.773
55 H 2.499 2.033 -1.778
56 H -0.276 2.065 -2.907
57 H -2.014 2.685 -4.480
58 H -4.106 3.754 -3.682
59 H -4.408 4.172 -1.262
60 H -2.696 3.543 0.324
61 H 0.170 4.758 2.091
62 H -1.231 4.189 2.985
63 H -1.382 4.627 1.287
64 H 1.556 3.060 2.702
65 H 1.217 1.346 2.445
66 H 0.344 2.248 3.678
67 H -2.381 1.788 1.343
68 H -1.891 1.938 3.032
69 H -1.192 0.686 2.022
70 O -1.260 -0.712 -0.247
71 S -1.456 -2.129 -0.916
72 C -2.686 -1.826 -2.209
73 C -3.987 -1.275 -1.717
74 C -5.102 -2.109 -1.651
75 C -6.309 -1.634 -1.163
76 C -6.409 -0.319 -0.737
77 C -5.306 0.520 -0.815
78 C -4.098 0.050 -1.307
79 C -2.456 -3.102 0.264
80 C -2.280 -2.732 1.706
81 C -2.938 -1.616 2.215
82 C -2.862 -1.327 3.567
83 C -2.135 -2.151 4.416
84 C -1.488 -3.268 3.912
85 C -1.558 -3.560 2.557
86 H -2.809 -2.814 -2.663
87 H -2.169 -1.193 -2.931
88 H -5.031 -3.135 -1.996
89 H -7.168 -2.288 -1.121
90 H -7.350 0.057 -0.360
91 H -5.390 1.551 -0.499
92 H -3.246 0.715 -1.374
93 H -2.133 -4.126 0.066
94 H -3.493 -2.971 -0.043
95 H -3.526 -0.991 1.553
96 H -3.393 -0.473 3.966
97 H -2.097 -1.935 5.476
98 H -0.943 -3.927 4.575
99 H -1.080 -4.448 2.166
100 O 0.802 -5.121 0.744
101 S 1.883 -4.218 0.975
102 O 3.181 -4.484 0.439
103 N 1.415 -2.691 0.447
104 C 1.367 -1.895 1.453
105 O 1.039 -0.633 1.242
106 C 1.678 -2.406 2.792
107 C 1.700 -1.758 4.012
108 C 2.052 -2.508 5.128
109 C 2.367 -3.858 5.015
110 C 2.345 -4.510 3.782
111 C 1.995 -3.753 2.686
112 H 1.448 -0.709 4.092
113 H 2.078 -2.039 6.102
114 H 2.637 -4.416 5.901
115 H 2.593 -5.559 3.697

The spin multiplicity is 2. The LUMO energy (spin up / spin down) comes out at -6.9732 / -6.3708 eV. As for the net charge: +2.

These are the Löwdin partial charges, in e, on atoms 1 to 99: 0.995, 0.018, -0.209, 0.027, 0.133, -0.325, -0.228, -0.144, -0.037, -0.053, -0.047, -0.044, -0.003, -0.237, 0.009, -0.021, -0.025, -0.123, 0.120, 0.081, 0.100, 0.107, 0.080, 0.113, 0.118, 0.118, 0.119, 0.120, 0.126, 0.121, 0.104, -0.074, -0.640, -0.054, -0.068, 1.195, -0.333, -0.116, -0.049, -0.041, -0.058, -0.090, -0.636, -0.059, -0.091, -0.083, 0.104, 0.056, 0.071, 0.105, 0.078, 0.083, 0.103, 0.078, 0.060, 0.070, 0.115, 0.120, 0.120, 0.089, 0.078, 0.104, 0.068, 0.062, 0.035, 0.107, 0.072, 0.101, 0.057, -0.577, 1.099, -0.245, -0.287, -0.050, -0.049, -0.056, -0.059, -0.038, -0.216, -0.262, -0.041, -0.065, -0.061, -0.063, -0.032, 0.118, 0.082, 0.125, 0.117, 0.115, 0.102, 0.091, 0.112, 0.087, 0.116, 0.112, 0.113, 0.114, 0.105

=====

(2)
ORCA calculation (the ωB97M-V functional and the def2-TZVPD basis) on 7 unconnected molecules or ions with the total composition C49H55BNO4P.

Element x y z (Å)
1 H 1.764 -1.190 0.387
2 N 1.010 -1.053 -0.280
3 C 0.328 -2.131 -0.382
4 C 0.687 -3.383 0.343
5 C -0.787 -2.140 -1.384
6 C -2.161 -1.784 -0.967
7 C -2.868 -0.780 -1.535
8 P -2.129 0.282 -2.833
9 C -3.494 0.591 -3.981
10 C -2.002 1.878 -1.938
11 C -1.508 1.663 -0.517
12 C -4.254 -0.497 -1.130
13 O -4.839 0.523 -1.578
14 C -4.946 -1.437 -0.247
15 B -6.491 -1.290 0.050
16 O -7.290 -2.378 -0.226
17 O -7.024 -0.165 0.588
18 C -7.598 0.796 -0.309
19 C -4.215 -2.421 0.316
20 C -2.802 -2.622 0.060
21 O -2.173 -3.539 0.645
22 H 1.674 -3.689 0.044
23 H 0.684 -3.206 1.399
24 H 0.017 -4.186 0.144
25 H -0.499 -1.448 -2.143
26 H -0.822 -3.119 -1.836
27 H -4.353 1.056 -3.542
28 H -3.789 -0.325 -4.455
29 H -3.099 1.243 -4.737
30 H -2.960 2.366 -1.905
31 H -1.316 2.471 -2.482
32 H -0.724 0.927 -0.484
33 H -2.301 1.304 0.115
34 H -1.143 2.587 -0.107
35 H -7.468 -2.928 0.529
36 H -7.828 0.366 -1.263
37 H -8.509 1.138 0.144
38 H -6.927 1.616 -0.455
39 H -4.637 -3.143 0.985
40 C 3.375 -4.023 -2.299
41 C 2.587 -5.134 -2.565
42 C 3.169 -6.299 -3.042
43 C 4.539 -6.352 -3.255
44 C 5.325 -5.240 -2.994
45 C 4.744 -4.075 -2.516
46 H 2.922 -3.113 -1.927
47 H 1.518 -5.091 -2.401
48 H 2.555 -7.166 -3.249
49 H 4.993 -7.262 -3.626
50 H 6.393 -5.280 -3.164
51 H 5.357 -3.207 -2.312
52 C 1.276 1.271 4.859
53 C 1.971 2.208 4.108
54 C 1.787 2.272 2.734
55 C 0.909 1.399 2.107
56 C 0.217 0.463 2.860
57 C 0.396 0.399 4.235
58 H 1.415 1.226 5.931
59 H 2.656 2.889 4.594
60 H 2.330 3.003 2.149
61 H 0.753 1.441 1.039
62 H -0.475 -0.214 2.371
63 H -0.156 -0.324 4.821
64 C -5.275 2.699 3.492
65 C -4.282 1.806 3.113
66 C -2.955 2.081 3.402
67 C -2.616 3.252 4.065
68 C -3.607 4.148 4.436
69 C -4.936 3.871 4.152
70 H -6.309 2.475 3.275
71 H -4.549 0.895 2.597
72 H -2.180 1.387 3.113
73 H -1.578 3.460 4.291
74 H -3.345 5.063 4.951
75 H -5.709 4.570 4.445
76 C 1.133 5.532 -4.230
77 C 0.905 4.252 -3.746
78 C 1.542 3.821 -2.592
79 C 2.411 4.670 -1.921
80 C 2.643 5.949 -2.407
81 C 2.004 6.379 -3.561
82 H 0.633 5.869 -5.128
83 H 0.231 3.587 -4.271
84 H 1.362 2.822 -2.214
85 H 2.906 4.334 -1.020
86 H 3.322 6.610 -1.887
87 H 2.184 7.377 -3.939
88 C 7.199 -9.517 -3.848
89 C 7.191 -10.869 -4.161
90 C 7.839 -11.320 -5.302
91 C 8.494 -10.419 -6.130
92 C 8.499 -9.067 -5.818
93 C 7.852 -8.617 -4.677
94 H 6.698 -9.166 -2.956
95 H 6.679 -11.570 -3.517
96 H 7.834 -12.373 -5.546
97 H 9.001 -10.771 -7.018
98 H 9.007 -8.365 -6.465
99 H 7.856 -7.562 -4.434
100 C -1.610 8.084 7.737
101 C -1.814 7.027 6.861
102 C -1.191 7.025 5.622
103 C -0.363 8.077 5.258
104 C -0.161 9.134 6.133
105 C -0.785 9.137 7.373
106 H -2.094 8.085 8.705
107 H -2.459 6.206 7.145
108 H -1.346 6.200 4.939
109 H 0.124 8.072 4.292
110 H 0.481 9.956 5.849
111 H -0.627 9.962 8.055

Its SMILES is [H]/N=C(\C)CC1=C(P(C)CC)C(=O)C(B(O)OC)=CC1=O.c1ccccc1.c1ccccc1.c1ccccc1.c1ccccc1.c1ccccc1.c1ccccc1. The LUMO energy comes out at -1.9557 eV. As for the net charge: 0.

These are the Löwdin partial charges, in e, on atoms 1 to 99: 0.059, 0.157, -0.396, -0.039, -0.126, -0.130, -0.224, 1.005, -0.287, -0.385, -0.151, -0.289, 0.056, 0.032, -0.598, 0.186, 0.050, -0.042, 0.076, -0.281, 0.095, 0.064, 0.083, 0.058, 0.050, 0.133, 0.021, 0.037, 0.031, 0.075, 0.034, 0.029, 0.062, 0.072, 0.106, 0.090, 0.088, 0.079, 0.128, -0.099, -0.096, -0.091, -0.092, -0.094, -0.091, 0.090, 0.095, 0.101, 0.086, 0.096, 0.102, -0.096, -0.096, -0.087, -0.098, -0.121, -0.097, 0.100, 0.100, 0.098, 0.070, 0.096, 0.103, -0.092, -0.088, -0.086, -0.082, -0.092, -0.092, 0.099, 0.094, 0.071, 0.099, 0.077, 0.100, -0.096, -0.101, -0.097, -0.095, -0.097, -0.098, 0.100, 0.096, 0.099, 0.097, 0.099, 0.099, -0.104, -0.096, -0.097, -0.097, -0.096, -0.099, 0.096, 0.100, 0.100, 0.100, 0.100, 0.094